DFT (wB97M-V/def2-TZVPD) results for a structure of composition C22H41As2N3OS2Ti at a distorted geometry.

Results
LUMO level (spin up / spin down)	0.012 / 0.011	Eh
Kohn-Sham gap (spin up / spin down)	5.94 / 6.12	eV
<S²>	2.01

The geometry in ORCA input format:
```
! RIJCOSX wB97M-V def2-TZVPD def2/J DEFGRID3
* xyz 0 3
Ti 0.242 -0.222 0.522
C -1.732 -3.992 0.981
As -1.846 -2.152 0.554
C -3.669 -1.842 1.298
C -2.585 -2.268 -1.310
C -3.126 -3.444 -1.856
C -3.541 -3.487 -3.180
C -3.307 -2.435 -4.018
C -2.715 -1.285 -3.519
C -2.422 -1.143 -2.168
As -1.629 0.459 -1.366
C -0.891 1.356 -2.860
C -3.232 1.610 -0.940
H -2.662 -4.500 0.855
H -1.308 -4.205 1.936
H -0.985 -4.507 0.423
H -4.313 -2.671 1.097
H -3.955 -0.972 0.763
H -3.544 -1.623 2.328
H -3.207 -4.418 -1.238
H -3.963 -4.437 -3.532
H -3.477 -2.418 -5.070
H -2.463 -0.481 -4.241
H -0.199 0.769 -3.390
H -0.318 2.184 -2.450
H -1.725 1.703 -3.553
H -3.809 1.820 -1.806
H -2.786 2.522 -0.404
H -3.719 0.892 -0.380
C 4.079 -0.194 -2.544
C 2.916 0.233 -1.660
S 1.691 -0.975 -1.349
C 2.775 1.463 -1.166
C 3.767 2.579 -1.464
S 1.465 1.848 -0.050
H 3.916 0.122 -3.605
H 4.288 -1.241 -2.449
H 5.084 0.210 -2.273
H 4.530 2.682 -0.695
H 3.209 3.502 -1.474
H 4.386 2.294 -2.339
C 3.899 -1.000 1.684
N 3.351 -1.047 2.969
C 4.335 -0.844 4.023
C 2.020 -0.838 3.183
O 1.178 -0.787 2.322
H 4.082 -0.013 1.275
H 3.335 -1.699 0.962
H 4.915 -1.331 1.695
H 5.127 -1.418 3.782
H 3.977 -1.066 5.047
H 4.723 0.156 4.015
H 1.736 -0.717 4.244
N -0.245 -6.006 -4.151
H 0.623 -5.481 -4.025
H -0.930 -5.576 -3.528
H -0.563 -5.791 -5.043
C -1.694 4.360 3.764
C -0.787 3.786 2.684
C 0.672 4.050 3.022
C -1.163 4.468 1.290
C -0.862 2.318 2.406
N -0.683 1.251 2.024
H -1.305 5.378 3.990
H -1.814 3.683 4.619
H -2.670 4.477 3.360
H 0.965 5.125 3.067
H 1.142 3.725 2.071
H 1.079 3.547 3.892
H -0.690 5.435 1.227
H -2.238 4.631 1.224
H -0.735 3.886 0.497
*
```